This record from the OMol25 dataset describes 8 unconnected molecules or ions with the total composition C13H36N7O18P at a distorted geometry. The level of theory is ωB97M-V with the def2-TZVPD basis set.

Calculated values
SMILES ... CCOP(=O)(OCC)OCC.C[N+](=O)[O-].C[N+](=O)[O-].C[N+](=O)[O-].C[N+](=O)[O-].C[N+](=O)[O-].C[N+](=O)[O-].C[N+](=O)[O-]
2S+1 ... 1
Charge ... 0
HOMO energy ... -10.57 eV
ΔE to the lowest compared entry with this formula, charge and spin ... 4.2 kcal per mole

Element x y z (Å)
C (-25.25, -7.05, 8.70)
C (-24.76, -8.48, 8.93)
O (-25.71, -9.46, 8.50)
P (-25.79, -10.79, 9.36)
O (-25.96, -10.52, 10.79)
O (-26.99, -11.63, 8.68)
C (-28.13, -11.05, 8.07)
C (-28.40, -11.73, 6.74)
O (-24.50, -11.67, 8.99)
C (-24.29, -12.82, 9.83)
C (-23.70, -13.92, 8.96)
H (-26.32, -7.01, 8.89)
H (-24.77, -6.37, 9.40)
H (-25.00, -6.73, 7.69)
H (-23.86, -8.58, 8.30)
H (-24.40, -8.61, 9.95)
H (-28.98, -11.12, 8.76)
H (-27.95, -9.99, 7.88)
H (-29.22, -11.28, 6.18)
H (-27.48, -11.68, 6.15)
H (-28.56, -12.80, 6.87)
H (-23.65, -12.51, 10.66)
H (-25.23, -13.15, 10.27)
H (-23.05, -13.56, 8.17)
H (-23.23, -14.72, 9.53)
H (-24.52, -14.34, 8.38)
C (-18.05, -11.12, 4.72)
N (-18.74, -11.89, 3.64)
O (-18.33, -13.00, 3.40)
O (-19.73, -11.40, 3.16)
H (-17.00, -11.36, 4.63)
H (-18.46, -11.58, 5.62)
H (-18.39, -10.10, 4.66)
C (-17.76, -7.56, 7.26)
N (-17.86, -6.09, 7.57)
O (-18.91, -5.54, 7.29)
O (-16.88, -5.54, 8.04)
H (-18.30, -7.65, 6.32)
H (-18.23, -8.11, 8.07)
H (-16.73, -7.78, 7.02)
C (-16.51, -12.31, 9.97)
N (-17.20, -11.53, 8.91)
O (-17.97, -10.64, 9.22)
O (-17.00, -11.87, 7.75)
H (-16.36, -11.66, 10.83)
H (-15.54, -12.59, 9.59)
H (-17.18, -13.15, 10.13)
C (-20.72, -9.87, 7.99)
N (-20.89, -8.90, 6.87)
O (-20.68, -9.17, 5.72)
O (-21.31, -7.81, 7.22)
H (-20.39, -9.39, 8.91)
H (-20.06, -10.66, 7.66)
H (-21.71, -10.26, 8.22)
C (-21.66, -6.10, 4.08)
N (-20.34, -5.76, 3.53)
O (-20.14, -4.64, 3.10)
O (-19.50, -6.65, 3.55)
H (-21.94, -6.94, 3.44)
H (-22.35, -5.31, 3.80)
H (-21.62, -6.34, 5.14)
C (-21.56, -5.46, 9.59)
N (-20.90, -6.65, 10.24)
O (-19.88, -7.12, 9.78)
O (-21.47, -7.09, 11.23)
H (-22.61, -5.64, 9.76)
H (-21.29, -5.43, 8.54)
H (-21.26, -4.58, 10.16)
C (-20.73, -14.98, 6.85)
N (-20.41, -13.53, 7.09)
O (-20.03, -13.20, 8.19)
O (-20.65, -12.73, 6.21)
H (-20.30, -15.22, 5.89)
H (-21.81, -15.01, 6.91)
H (-20.23, -15.53, 7.64)

This record from the OMol25 dataset describes a molecular structure, C9H14F6N2O5PS2. The level of theory is ωB97M-V with the def2-TZVPD basis set.

Calculated values
2S+1 ... 1
Charge ... -1
HOMO energy ... -6.23 eV

Element x y z (Å)
C (-1.84, 1.03, 1.52)
C (-1.81, -0.29, 2.30)
P (-1.68, -1.93, 1.46)
C (-0.21, -1.66, 0.41)
C (-3.08, -1.94, 0.23)
C (-2.94, -3.07, -0.82)
C (-2.44, -2.37, -2.07)
C (-3.03, -0.97, -1.95)
O (-3.18, -0.17, -2.83)
N (-3.34, -0.78, -0.63)
H (-1.34, 0.95, 0.55)
H (-2.86, 1.38, 1.36)
H (-1.31, 1.81, 2.06)
H (-2.68, -0.35, 2.97)
H (-0.94, -0.30, 2.96)
H (-0.23, -0.80, -0.26)
H (0.00, -2.57, -0.15)
H (0.64, -1.51, 1.09)
H (-3.97, -2.14, 0.83)
H (-3.93, -3.49, -1.01)
H (-2.30, -3.89, -0.47)
H (-1.35, -2.23, -2.03)
H (-2.69, -2.84, -3.02)
H (-3.36, 0.16, -0.27)
C (1.60, 3.66, -0.68)
F (0.37, 4.15, -0.44)
F (1.66, 3.32, -1.97)
F (2.49, 4.63, -0.46)
S (1.87, 2.21, 0.43)
O (0.86, 1.25, 0.04)
O (1.79, 2.74, 1.76)
N (3.32, 1.85, -0.07)
S (4.13, 0.62, 0.49)
O (3.59, -0.66, 0.14)
O (4.65, 0.79, 1.82)
C (5.60, 0.83, -0.62)
F (6.20, 2.01, -0.43)
F (5.26, 0.73, -1.91)
F (6.48, -0.14, -0.34)

This record from the OMol25 dataset describes a single C5H15N3 molecule at a distorted geometry. The level of theory is ωB97M-V with the def2-TZVPD basis set.

Calculated values
SMILES ... CN(CCN)CCN
2S+1 ... 1
Charge ... 0
HOMO energy ... -7.99 eV
ΔE to the lowest compared entry with this formula, charge and spin ... 63.7 kcal per mole

Element x y z (Å)
C (-0.77, 1.16, 1.50)
N (0.33, 1.04, 0.51)
C (1.30, -0.03, 0.97)
C (0.92, -1.45, 0.61)
N (1.78, -2.37, 1.36)
C (-0.02, 1.07, -0.90)
C (-0.92, 0.12, -1.69)
N (-2.14, 0.88, -2.03)
H (-1.73, 0.67, 1.27)
H (-1.00, 2.22, 1.69)
H (-0.32, 0.90, 2.46)
H (2.27, 0.41, 0.73)
H (1.52, 0.32, 2.01)
H (-0.14, -1.66, 0.63)
H (1.08, -1.42, -0.49)
H (2.66, -2.56, 0.90)
H (1.24, -3.20, 1.55)
H (0.96, 1.19, -1.44)
H (-0.37, 2.11, -1.00)
H (-0.35, -0.28, -2.56)
H (-1.26, -0.73, -1.10)
H (-2.95, 0.27, -2.03)
H (-2.11, 1.32, -2.94)

This record from the OMol25 dataset describes a single C11H11N3 molecule at a distorted geometry. The level of theory is ωB97M-V with the def2-TZVPD basis set.

Calculated values
SMILES ... CCCC(=C=Nc1ccccn1)C#N
2S+1 ... 1
Charge ... 0
HOMO energy ... -8.03 eV
ΔE to the lowest compared entry with this formula, charge and spin ... 90.0 kcal per mole

Element x y z (Å)
C (-2.73, 2.36, -0.97)
C (-1.55, 1.95, -1.99)
C (-1.65, 0.46, -2.43)
C (-1.72, -0.42, -1.23)
C (-0.60, -0.56, -0.42)
N (0.34, -0.61, 0.33)
C (1.51, -0.97, 1.14)
C (1.50, -1.74, 2.28)
C (2.74, -1.83, 2.97)
C (3.85, -1.30, 2.38)
C (3.75, -0.54, 1.25)
N (2.61, -0.41, 0.58)
C (-2.73, -1.31, -0.85)
N (-3.53, -2.03, -0.40)
H (-3.73, 2.64, -1.45)
H (-2.51, 3.38, -0.47)
H (-2.80, 1.48, -0.17)
H (-1.56, 2.60, -3.01)
H (-0.55, 2.20, -1.52)
H (-2.64, 0.35, -3.11)
H (-0.69, 0.33, -3.06)
H (0.54, -2.16, 2.56)
H (2.84, -2.44, 3.82)
H (4.77, -1.40, 3.01)
H (4.57, -0.03, 0.76)

Q: Which LUMO values were calculated for the entries above? A: -0.3 2.9 0.9 0.2, in eV.
Q: Which calculated total energy values were calculated for the entries above? A: -70622.3973 -70044.4361 -9896.3892 -16052.1633, in eV.
Q: Which frontier orbital gap values were calculated for the entries above? A: 10.24 9.11 8.90 8.22, in eV.